Record 1
11 unconnected molecules or ions with the total composition C46H104BF3O17P2 in a non-equilibrium geometry, computed with the ωB97M-V functional and the def2-TZVPD basis.

Geometry as XYZ:
```
173
Properties=species:S:1:pos:R:3:lowdin_charge:R:1
C 4.09 0.97 1.00 -0.0558
C 4.58 0.35 -0.31 -0.2784
O 3.48 0.06 -1.14 -0.1538
C 3.81 -0.40 -2.44 -0.1905
C 3.31 -1.85 -2.63 -0.3730
O 2.06 -2.08 -1.99 -0.0765
C 0.87 -1.95 -2.74 -0.2224
C 0.66 -0.63 -3.52 -0.0432
C -0.06 0.49 -2.83 -0.2229
C 0.56 1.34 -1.92 -0.0241
C -0.15 2.36 -1.29 -0.0541
C -1.51 2.54 -1.56 -0.0333
C -2.15 1.73 -2.49 -0.2666
C -3.60 1.90 -2.86 -0.0468
C -1.41 0.72 -3.11 -0.0277
C -0.25 -2.15 -1.71 -0.3360
O 0.01 -1.50 -0.51 0.0459
O -0.33 -3.57 -1.54 -0.1306
C -1.09 -3.98 -0.40 -0.4643
C -2.53 -3.46 -0.41 -0.1747
C -2.77 -2.26 0.54 -0.1122
C -2.44 -2.48 1.97 -0.2115
F -3.12 -3.48 2.60 0.0630
C -1.59 -1.68 2.67 -0.2798
F -0.31 -1.58 2.42 0.1606
F -1.97 -0.89 3.67 0.1297
P -1.17 -5.84 -0.42 1.0223
C 0.49 -6.42 -0.97 -0.4228
C 1.31 -6.97 0.20 -0.1790
C -2.45 -6.38 -1.63 -0.4150
C -2.50 -5.67 -3.00 -0.1397
B 3.49 -2.35 -4.12 -0.7005
O 2.76 -3.36 -4.68 0.1769
O 4.49 -1.74 -4.88 0.0471
C 3.91 -0.75 -5.75 -0.2260
C 3.36 -1.32 -7.07 -0.0491
P 4.57 -2.90 -1.63 0.9886
C 4.47 -4.54 -2.43 -0.2581
O 3.84 -3.08 -0.17 -0.2812
H 4.73 1.81 1.28 0.0688
H 3.04 1.25 0.96 0.0636
H 4.22 0.24 1.80 0.0757
H 5.14 -0.55 -0.04 0.0745
H 5.29 1.03 -0.79 0.1138
H 3.48 0.28 -3.23 0.1156
H 4.90 -0.44 -2.52 0.1133
H 0.71 -2.76 -3.45 0.1483
H 0.06 -0.90 -4.40 0.1287
H 1.59 -0.23 -3.92 0.0954
H 1.61 1.23 -1.69 0.1041
H 0.32 3.01 -0.58 0.0811
H -2.07 3.32 -1.06 0.0810
H -4.14 2.49 -2.13 0.0708
H -3.69 2.40 -3.83 0.0799
H -4.08 0.93 -2.97 0.0740
H -1.91 0.07 -3.83 0.1207
H -1.21 -1.84 -2.12 0.1522
H 0.73 -1.96 -0.06 0.1123
H -0.60 -3.76 0.55 0.1034
H -2.79 -3.14 -1.42 0.1174
H -3.25 -4.23 -0.15 0.0961
H -3.85 -2.07 0.55 0.1376
H -2.30 -1.35 0.20 0.1177
H 0.38 -7.17 -1.75 0.0756
H 1.07 -5.62 -1.43 0.0553
H 1.00 -7.99 0.45 0.0626
H 2.36 -7.03 -0.10 0.0589
H 1.27 -6.31 1.07 0.0572
H -2.29 -7.45 -1.79 0.0638
H -3.41 -6.32 -1.11 0.0527
H -1.80 -4.84 -3.09 0.0484
H -2.26 -6.38 -3.79 0.0612
H -3.51 -5.31 -3.22 0.0640
H 3.31 -3.92 -5.24 0.1212
H 3.10 -0.20 -5.28 0.0774
H 4.71 -0.04 -5.96 0.1253
H 3.82 -2.27 -7.33 0.0805
H 2.29 -1.45 -6.93 0.0673
H 3.52 -0.56 -7.83 0.0722
H 4.84 -5.32 -1.75 0.0422
H 3.45 -4.84 -2.70 0.0403
H 5.09 -4.58 -3.32 0.0463
H 3.02 -3.58 -0.25 0.0504
C 2.06 2.74 3.77 -0.0754
C 1.31 3.73 2.89 -0.3037
O 0.88 3.11 1.68 -0.1001
H 2.92 2.34 3.24 0.0582
H 2.40 3.22 4.69 0.0767
H 1.41 1.90 4.03 0.0704
H 1.95 4.56 2.61 0.1002
H 0.44 4.13 3.42 0.1077
H 0.30 2.37 1.91 0.0820
C 0.05 -2.39 -9.68 -0.0925
C -0.56 -1.01 -9.54 -0.3210
O 0.33 -0.10 -8.90 -0.0942
H 0.33 -2.79 -8.70 0.0708
H -0.64 -3.08 -10.16 0.0730
H 0.97 -2.34 -10.28 0.0724
H -1.46 -1.05 -8.93 0.1109
H -0.83 -0.61 -10.53 0.1075
H 1.12 -0.04 -9.43 0.0728
C -3.82 5.38 2.25 -0.0899
C -3.78 4.73 0.87 -0.3195
O -2.56 5.04 0.19 -0.1015
H -3.72 6.46 2.16 0.0762
H -4.76 5.15 2.75 0.0741
H -3.00 5.02 2.87 0.0686
H -4.59 5.10 0.25 0.1131
H -3.88 3.65 0.96 0.1084
H -1.83 4.71 0.73 0.0731
C 2.03 7.09 0.57 -0.0884
C 3.32 7.51 1.27 -0.3260
O 4.44 6.78 0.78 -0.0852
H 1.86 6.02 0.71 0.0585
H 1.18 7.64 0.96 0.0763
H 2.10 7.27 -0.51 0.0747
H 3.25 7.31 2.34 0.1072
H 3.50 8.58 1.12 0.1070
H 4.52 6.95 -0.16 0.0778
C 0.30 2.90 -5.65 -0.0776
C 1.75 3.09 -5.24 -0.2993
O 2.62 2.22 -5.96 -0.0909
H -0.01 1.87 -5.47 0.0633
H -0.35 3.57 -5.08 0.0784
H 0.17 3.11 -6.71 0.0732
H 1.88 2.87 -4.18 0.1016
H 2.07 4.13 -5.41 0.1085
H 2.53 2.41 -6.90 0.0810
C -5.83 -1.93 5.59 -0.0782
C -4.41 -1.74 6.09 -0.3265
O -3.56 -2.80 5.67 -0.0813
H -6.24 -2.87 5.94 0.0822
H -6.48 -1.12 5.93 0.0604
H -5.85 -1.95 4.49 0.0701
H -4.40 -1.73 7.18 0.1174
H -4.00 -0.79 5.74 0.0993
H -3.57 -2.80 4.70 0.0477
C -1.13 -0.63 7.11 -0.0723
C -1.66 0.79 7.01 -0.3191
O -0.73 1.73 7.56 -0.0962
H -0.93 -0.89 8.15 0.0821
H -1.83 -1.35 6.69 0.0471
H -0.18 -0.73 6.57 0.0765
H -2.59 0.89 7.56 0.0875
H -1.85 1.05 5.96 0.1042
H 0.09 1.65 7.07 0.0758
C -8.69 0.67 4.32 -0.0881
C -8.57 -0.05 2.99 -0.3198
O -7.34 0.27 2.33 -0.0863
H -8.63 1.75 4.18 0.0771
H -9.64 0.43 4.81 0.0764
H -7.88 0.39 4.98 0.0476
H -9.37 0.25 2.31 0.1105
H -8.63 -1.13 3.13 0.1069
H -6.62 0.00 2.92 0.0625
C -3.09 2.21 9.96 -0.0926
C -3.62 3.63 9.83 -0.3181
O -2.70 4.57 10.37 -0.0822
H -2.90 1.97 11.00 0.0793
H -3.80 1.49 9.55 0.0708
H -2.14 2.11 9.42 0.0473
H -4.55 3.74 10.38 0.1091
H -3.81 3.87 8.78 0.1076
H -1.88 4.49 9.88 0.0791
C 9.75 0.27 0.75 -0.0933
C 8.57 0.17 -0.19 -0.3119
O 7.34 0.04 0.52 -0.0962
H 9.80 -0.61 1.39 0.0752
H 10.69 0.35 0.19 0.0728
H 9.66 1.15 1.40 0.0717
H 8.65 -0.72 -0.82 0.1137
H 8.52 1.05 -0.84 0.1102
H 7.24 0.82 1.08 0.0828
```

Results
frontier orbital gap	7.82	eV
largest force on an atom	1.82	eV/Å
ΔE to the lowest compared entry with this formula, charge and spin	0.0	kcal per mole

Record 2
A molecular structure, C42H36Br2N4O7PdSSi, computed with the ωB97M-V functional and the def2-TZVPD basis.

Geometry as XYZ:
```
94
Properties=species:S:1:pos:R:3:lowdin_charge:R:1
Pd 0.86 0.39 -0.56 0.7773
Br 6.50 -0.19 0.07 0.6804
C 5.15 0.08 1.38 -0.6181
C 5.51 -0.02 2.71 -0.2188
C 4.58 0.21 3.71 -0.6534
Br 5.15 0.09 5.53 0.6631
C 3.25 0.54 3.38 -0.2034
C 2.25 0.84 4.34 -0.0598
C 1.00 1.20 3.93 -0.0589
C 0.71 1.21 2.56 -0.1375
N 1.61 0.90 1.64 0.0854
C 2.87 0.60 2.01 -0.1143
C 3.85 0.39 0.91 -0.4570
O 3.53 0.52 -0.28 -0.0727
H 6.53 -0.26 2.97 0.0804
H 2.50 0.80 5.39 0.0606
H 0.22 1.45 4.64 0.0962
H -0.28 1.46 2.20 0.0911
C -3.47 2.45 -4.02 -0.1197
C -2.27 2.69 -4.65 -0.1083
C -1.13 1.98 -4.27 -0.0864
C -1.17 1.04 -3.24 -0.2633
C -2.40 0.82 -2.62 -0.1197
C -3.54 1.51 -3.00 -0.0975
Si 0.37 0.04 -2.70 0.6917
C 0.05 -1.73 -3.33 -0.2669
C 1.03 -2.71 -3.16 -0.1016
C 0.85 -4.00 -3.63 -0.0857
C -0.32 -4.35 -4.29 -0.1133
C -1.31 -3.39 -4.47 -0.1094
C -1.12 -2.10 -4.00 -0.0983
C 1.81 0.66 -3.78 -0.2539
C 2.69 1.65 -3.33 -0.0885
C 3.72 2.11 -4.13 -0.0924
C 3.91 1.59 -5.40 -0.1214
C 3.06 0.60 -5.86 -0.1135
C 2.03 0.14 -5.06 -0.1050
H -4.36 3.00 -4.31 0.0858
H -2.20 3.42 -5.45 0.0882
H -0.19 2.17 -4.77 0.0956
H -2.46 0.10 -1.80 0.0965
H -4.48 1.32 -2.48 0.0999
H 1.93 -2.46 -2.60 0.1120
H 1.62 -4.74 -3.44 0.0992
H -0.46 -5.36 -4.64 0.0867
H -2.23 -3.65 -4.98 0.0874
H -1.91 -1.37 -4.16 0.0873
H 2.57 2.05 -2.32 0.0789
H 4.40 2.87 -3.74 0.0949
H 4.73 1.95 -6.02 0.0853
H 3.21 0.17 -6.85 0.0872
H 1.38 -0.65 -5.43 0.0965
C 1.51 -2.27 6.87 -0.0486
C 0.30 -2.26 5.98 -0.2731
C 0.12 -3.22 4.99 -0.0272
C -0.96 -3.16 4.12 -0.0497
C -1.87 -2.13 4.24 -0.2867
C -1.72 -1.17 5.23 -0.0567
C -0.65 -1.24 6.10 -0.0549
S -3.15 -1.94 3.03 0.6222
O -4.28 -1.28 3.64 -0.3200
O -3.37 -3.24 2.45 -0.3109
N -2.45 -0.87 2.04 -0.1173
C -1.18 -1.19 1.39 -0.2350
C -1.17 -2.19 0.25 -0.0836
C 0.29 -2.56 -0.10 -0.6618
O 0.61 -3.74 -0.09 0.0099
O 1.12 -1.61 -0.35 -0.1860
H 1.99 -3.25 6.87 0.0741
H 1.26 -2.01 7.89 0.0743
H 2.25 -1.55 6.51 0.0601
H 0.86 -4.01 4.88 0.1132
H -1.08 -3.89 3.33 0.1197
H -2.45 -0.37 5.30 0.1141
H -0.53 -0.49 6.87 0.1098
H -3.08 -0.25 1.53 0.0790
H -0.48 -1.51 2.17 0.1152
H -0.81 -0.23 1.02 0.0445
H -1.66 -1.76 -0.63 0.1014
H -1.68 -3.11 0.52 0.0991
C -4.64 3.84 0.08 -0.0443
N -3.25 3.50 -0.13 -0.0599
C -2.44 4.37 -0.80 -0.0770
C -1.15 4.08 -1.07 0.0113
C -0.68 2.77 -0.65 -0.4999
O 0.50 2.41 -0.96 -0.1486
N -1.48 1.96 0.03 0.1694
C -2.76 2.25 0.30 -0.5109
O -3.55 1.49 0.88 -0.0061
H -4.73 4.79 0.62 0.0830
H -5.09 3.05 0.67 0.0802
H -5.17 3.93 -0.88 0.0836
H -2.90 5.30 -1.11 0.1193
H -0.51 4.74 -1.61 0.1061
```

Results
frontier orbital gap	5.91	eV
charge	-2
largest force on an atom	0.56	eV/Å
ΔE to the lowest compared entry with this formula, charge and spin	0.0	kcal per mole